Entry 1:
The following is a DFT calculation (wB97M-V/def2-TZVPD) of 2 unconnected molecules or ions with the total composition C6H15N2O in a non-equilibrium geometry.

Positions of all 24 atoms, in Å:
C  0.5543  -2.1607  -0.5974
C  0.8399  -2.2090  0.8993
C  0.7722  0.0101  0.1993
C  -3.1109  0.4567  0.3370
C  1.9225  2.1356  0.0054
C  -2.4209  1.3936  -0.5943
N  0.9445  -0.8218  -0.9035
N  2.1450  0.7003  0.3965
O  0.5335  -0.8084  1.2853
H  1.1942  -2.9089  -1.2586
H  -0.5199  -2.3650  -0.8343
H  0.0438  -2.8716  1.3651
H  1.8313  -2.5022  1.3265
H  -2.5432  0.3965  1.3262
H  -3.0007  -0.6939  0.0349
H  -4.1162  0.7073  0.5310
H  1.2234  2.1769  -0.7859
H  1.2963  2.5625  0.8921
H  2.8405  2.5110  -0.3580
H  -2.7154  2.4544  -0.5818
H  -1.4869  1.1272  -0.9962
H  0.5688  -0.4495  -1.7048
H  2.3851  0.4375  1.3931
H  2.9528  0.3863  -0.1795

Results
**Molecular weight**: 131.20 g mol⁻¹
**Charge**: +1
**LUMO (spin up / spin down)**: -5.3 / -3.0 eV
**Gap between HOMO and LUMO (spin up / spin down)**: 5.6 / 10.3 eV
**HOMO level (spin up / spin down)**: -0.402 / -0.489 hartree
**Multiplicity**: 1

Entry 2:
The following is a DFT calculation (wB97M-V/def2-TZVPD) of C6H15N2OP in the gas phase in a non-equilibrium geometry.

Positions of all 25 atoms, in Å:
C  -2.5026  -0.0312  0.9650
C  -1.8267  1.1206  0.2736
C  -1.3460  -0.6991  1.7273
C  -0.6363  0.7486  -0.5991
C  -0.1252  -1.0997  0.9265
C  0.4300  0.1275  0.2832
N  2.5462  -1.6927  -1.0374
N  1.9520  0.7330  -2.3202
O  3.1106  0.4383  -0.0820
P  2.0017  -0.2839  -0.8307
H  -3.3073  0.3062  1.5832
H  -3.1769  -0.7028  0.3079
H  -2.5123  1.7142  -0.3463
H  -1.2929  1.6657  1.0963
H  -0.9472  -0.0046  2.4672
H  -1.6860  -1.6678  2.1729
H  -0.8461  -0.0409  -1.3884
H  -0.2492  1.6835  -1.0704
H  0.5580  -1.6296  1.4897
H  -0.2804  -1.8018  0.1577
H  0.8150  0.9018  1.0206
H  2.0838  -2.4412  -1.4516
H  2.1942  1.7061  -2.0439
H  1.1097  0.6018  -2.8431
H  3.9337  0.3484  -0.4581

Results
**Molecular weight**: 162.17 g mol⁻¹
**Charge**: 0
**LUMO**: 0.8 eV
**Gap between HOMO and LUMO**: 9.6 eV
**HOMO level**: -0.325 hartree
**Multiplicity**: 1
**SMILES**: N=[P@](N)(O)C1CCCCC1

Entry 3:
The following is a DFT calculation (wB97M-V/def2-TZVPD) of 2 unconnected molecules or ions with the total composition C6H15N2PS2 in a non-equilibrium geometry.

Positions of all 26 atoms, in Å:
C  2.5822  -0.3376  -0.6497
C  2.1689  -0.7113  0.7726
C  2.2689  1.1296  -0.9267
C  0.6844  -0.4287  0.9948
C  0.7800  1.4000  -0.7201
C  0.3966  1.0355  0.7056
N  -3.0394  -2.8176  -0.1925
N  -3.9335  0.4007  0.6741
P  -2.4026  -0.1217  0.1962
S  -2.5191  0.1991  -1.8832
S  -1.3493  1.4869  1.0603
H  3.6487  -0.5230  -0.7869
H  2.0389  -0.9642  -1.3615
H  2.3667  -1.7690  0.9545
H  2.7583  -0.1310  1.4870
H  2.8473  1.7595  -0.2479
H  2.5487  1.3893  -1.9486
H  0.0913  -1.0538  0.3212
H  0.4045  -0.6704  2.0240
H  0.5532  2.4513  -0.9076
H  0.1994  0.7983  -1.4237
H  0.9562  1.6644  1.4056
H  -2.6039  -3.3414  0.5661
H  -4.6572  -0.1758  0.2563
H  -4.0450  0.4305  1.6816
H  -2.7441  -1.0995  -2.0515

Results
**Molecular weight**: 210.31 g mol⁻¹
**Charge**: 0
**LUMO (spin up / spin down)**: -1.0 / -1.1 eV
**Gap between HOMO and LUMO (spin up / spin down)**: 6.9 / 6.9 eV
**HOMO level (spin up / spin down)**: -0.291 / -0.294 hartree
**Multiplicity**: 1

Entry 4:
The following is a DFT calculation (wB97M-V/def2-TZVPD) of C6H15N3 in the gas phase in a non-equilibrium geometry.

Positions of all 24 atoms, in Å:
C  -0.6195  -0.2178  -0.0520
C  -0.5805  -1.2322  1.0792
C  -1.7851  1.8114  1.0691
C  2.4475  -1.2550  0.3319
N  -0.5891  1.2823  0.4415
C  0.6117  0.0459  -0.9453
N  -1.7654  -0.4350  -0.8711
N  0.3181  0.7786  -2.1273
C  1.8615  -0.4794  -0.8018
H  0.2234  1.4547  1.0294
H  -1.8573  -1.4112  -1.1298
H  -1.6783  0.1418  -1.7070
H  -0.1788  1.6326  -1.8587
H  1.1591  1.0045  -2.6491
H  2.5925  -0.2080  -1.5608
H  -0.2444  -2.2094  0.7135
H  0.0950  -0.9300  1.8815
H  -1.5705  -1.3458  1.5364
H  -1.6280  1.9637  2.1427
H  -2.6679  1.1756  0.9564
H  -2.0265  2.7917  0.6393
H  3.5359  -1.1317  0.3225
H  2.1155  -0.9030  1.3116
H  2.2310  -2.3242  0.2479

Results
**Molecular weight**: 129.21 g mol⁻¹
**Charge**: 0
**LUMO**: 1.0 eV
**Gap between HOMO and LUMO**: 8.9 eV
**HOMO level**: -0.292 hartree
**Multiplicity**: 1
**SMILES**: C/C=C(/N)[C@](C)(N)NC

Entry 5:
The following is a DFT calculation (wB97M-V/def2-TZVPD) of C6H15N3 in the gas phase in a non-equilibrium geometry.

Positions of all 24 atoms, in Å:
C  0.2067  1.5655  -1.4637
C  2.0348  -0.7263  1.3416
N  0.4392  1.2702  -0.0600
C  1.1601  -1.0084  0.1466
N  1.5203  -1.8795  -0.7315
H  1.3507  1.5157  0.3057
H  2.2779  -2.4718  -0.3850
H  -0.7135  2.1338  -1.6141
H  0.1485  0.6587  -2.0663
H  1.0261  2.1789  -1.8445
H  2.8264  -0.0393  1.0244
H  2.5250  -1.6440  1.6737
H  1.4979  -0.2994  2.1876
C  -1.2635  -1.4544  -0.6920
C  -2.0224  1.0915  0.5886
C  -0.6074  0.5439  0.7223
N  -0.4039  -0.8218  0.3099
H  -0.3337  0.6364  1.7790
H  -0.6963  -1.8878  -1.5256
H  -1.9353  -0.7626  -1.2084
H  -1.8447  -2.2462  -0.2111
H  -2.7162  0.4268  1.1128
H  -2.0985  2.0799  1.0526
H  -2.3782  1.1402  -0.4424

Results
**Molecular weight**: 129.21 g mol⁻¹
**Charge**: 0
**LUMO**: 0.9 eV
**Gap between HOMO and LUMO**: 8.8 eV
**HOMO level**: -0.288 hartree
**Multiplicity**: 1
**SMILES**: [H]/N=C(\C)N(C)[C@H](C)NC

Entry 6:
The following is a DFT calculation (wB97M-V/def2-TZVPD) of a gas-phase ion, C6H15N4 (charge +1) in a non-equilibrium geometry.

Positions of all 25 atoms, in Å:
C  -0.3149  0.2779  1.6647
C  0.8270  -0.1226  0.8132
C  -3.2878  -0.1628  0.7819
C  3.0161  0.7664  -1.6215
C  -2.1122  -1.2182  0.7259
C  1.8135  -0.2615  -1.4208
N  -0.8659  -0.7357  1.1288
N  -0.5840  1.1446  2.6189
N  0.9750  -0.1555  -2.6412
N  0.9520  0.4005  -0.3944
H  1.4279  -0.8864  1.2056
H  -4.1554  -0.3449  0.1664
H  -3.4190  -0.1741  1.8401
H  -2.9984  0.7853  0.5158
H  2.9005  1.5639  -2.3074
H  3.2923  1.1823  -0.6791
H  3.8763  0.1951  -1.9213
H  -2.0397  -1.8207  -0.2550
H  -2.3505  -1.9990  1.5156
H  2.1075  -1.1829  -1.1003
H  0.1776  1.7575  2.8392
H  -1.3091  1.2477  3.3188
H  0.2393  -0.8532  -2.5737
H  1.5528  -0.4266  -3.4313
H  0.2792  1.0228  -0.7889

Results
**Molecular weight**: 143.21 g mol⁻¹
**Charge**: +1
**LUMO**: -3.0 eV
**Gap between HOMO and LUMO**: 9.9 eV
**HOMO level**: -0.473 hartree
**Multiplicity**: 1
**SMILES**: CCN1C(=[NH2+])[C@@H]1N[C@H](C)N

E in Ha, matching the order above: -421.91648, -763.72082, -1484.74803, -401.83294, -401.79514, -456.30858
Relative energy (zero: lowest compared OMol25 entry of this formula, charge and spin) in kJ/mol, matching the order above: 533.3, 47.0, 386.3, 142.7, 241.9, 229.6